No. 1
ORCA calculation (ωB97M-V with the def2-TZVPD basis set) on C3H3N5 in the gas phase.

```
! wB97M-V def2-TZVPD RIJCOSX def2/J DEFGRID3
* xyz 0 1
H 0.300 2.846 -0.349
N -0.267 1.871 -0.876
C -0.670 0.769 -0.201
C -0.815 -0.038 1.056
N 0.253 -0.751 1.134
C 1.220 -0.812 0.164
N 1.115 -1.008 -1.196
N -0.256 -1.090 -1.426
N -1.109 -0.389 -0.905
H -1.869 -0.105 1.689
H 2.099 -1.294 0.910
*
```

The HOMO energy is -9.59 eV. For the LUMO energy, the calculation gives -0.55 eV. For the max |F|, the calculation gives 0.10015 Eh/bohr. Its orbital gap is 9.042 eV. The value obtained for the energy relative to the best compared isomer or geometry (same formula, charge and spin) is 145.4 kcal/mol.


No. 2
ORCA calculation (ωB97M-V with the def2-TZVPD basis set) on C6H4N2 in the gas phase.

```
! wB97M-V def2-TZVPD RIJCOSX def2/J DEFGRID3
* xyz 0 1
C 2.063 -0.131 -0.012
C 1.524 1.043 0.056
C 0.011 0.729 0.240
N -1.137 1.335 -0.022
C -2.051 0.221 -0.110
C -1.539 -1.031 0.162
C -0.028 -0.805 0.192
N 1.211 -1.268 -0.071
H 3.129 -0.396 -0.185
H 2.153 2.016 0.020
H -3.226 0.207 -0.174
H -2.109 -1.920 -0.095
*
```

The HOMO energy is -8.92 eV. For the LUMO energy, the calculation gives -1.85 eV. For the max |F|, the calculation gives 0.10126 Eh/bohr. Its orbital gap is 7.068 eV. The value obtained for the energy relative to the best compared isomer or geometry (same formula, charge and spin) is 75.3 kcal/mol.


No. 3
ORCA calculation (ωB97M-V with the def2-TZVPD basis set) on C7H12O as an isolated structure.

```
! wB97M-V def2-TZVPD RIJCOSX def2/J DEFGRID3
* xyz 0 1
C -1.309 0.144 -0.032
C 0.928 -0.669 0.132
C -0.042 0.802 -0.220
C 1.158 -1.407 -1.172
C 2.212 -0.155 0.762
O -1.904 -0.305 -1.177
C -2.103 1.814 0.457
C -3.008 2.106 1.213
H -2.791 -0.626 -0.982
H -1.496 -0.481 0.844
H 0.424 -1.327 0.845
H 0.166 1.068 -1.248
H 0.281 1.517 0.524
H 1.775 -2.293 -1.005
H 2.019 0.366 1.700
H 2.724 0.534 0.090
H 2.891 -0.984 0.975
H 1.675 -0.773 -1.891
H 0.227 -1.774 -1.603
H -3.830 2.445 1.788
*
```

The HOMO energy is -8.89 eV. For the LUMO energy, the calculation gives 0.60 eV. For the max |F|, the calculation gives 0.12932 Eh/bohr. Its orbital gap is 9.492 eV. The value obtained for the energy relative to the best compared isomer or geometry (same formula, charge and spin) is 110.8 kcal/mol.


No. 4
ORCA calculation (ωB97M-V with the def2-TZVPD basis set) on a 10-piece molecular cluster, C13H46N10O10 overall.

```
! wB97M-V def2-TZVPD RIJCOSX def2/J DEFGRID3
* xyz 0 1
N 0.665 -2.699 1.147
C 1.895 -3.048 0.828
N 2.816 -2.401 1.437
O 2.307 -4.187 0.083
H -0.107 -3.321 0.892
H 0.318 -1.743 1.034
H 3.766 -2.868 1.613
H 2.610 -1.558 1.954
N -2.684 -2.989 -1.017
C -2.649 -3.908 -0.137
N -1.944 -3.571 0.875
O -3.201 -5.154 -0.294
H -3.344 -3.211 -1.732
H -2.375 -1.987 -1.028
H -1.919 -4.208 1.641
H -1.882 -2.578 1.109
N 3.219 1.677 -2.228
C 2.098 2.295 -2.126
N 1.793 3.209 -3.030
O 1.147 1.779 -1.208
H 3.406 0.882 -1.620
H 3.777 1.784 -2.987
H 0.834 3.564 -3.014
H 2.366 3.811 -3.644
N -0.342 0.106 0.519
C -1.595 -0.291 0.463
N -2.041 -0.960 1.489
O -2.403 -0.165 -0.693
H -0.011 0.540 -0.374
H 0.286 0.067 1.296
H -2.975 -1.350 1.499
H -1.494 -0.997 2.352
N 0.634 -2.757 3.764
C -0.240 -2.140 4.403
N 0.108 -1.949 5.656
O -1.461 -1.622 3.888
H 0.540 -2.964 2.735
H 1.594 -2.741 4.161
H -0.692 -1.348 6.067
H 0.639 -2.468 6.330
C -1.236 0.986 -3.751
C -2.404 1.473 -4.667
O -1.959 2.286 -5.738
H -1.655 0.424 -3.023
H -0.608 1.741 -3.215
H -0.658 0.295 -4.280
H -3.051 1.985 -4.014
H -3.007 0.553 -4.978
H -1.385 1.748 -6.362
C 0.225 -2.078 -2.534
C 1.485 -1.291 -2.614
O 1.535 -0.941 -3.955
H 0.007 -2.528 -1.526
H 0.155 -2.943 -3.220
H -0.527 -1.375 -2.714
H 2.290 -1.968 -2.342
H 1.489 -0.405 -1.976
H 2.391 -0.554 -4.093
C -1.367 4.112 -0.438
C -0.042 4.295 0.237
O 0.842 4.797 -0.685
H -1.777 5.135 -0.665
H -2.161 3.632 0.212
H -1.298 3.390 -1.229
H 0.252 3.299 0.440
H -0.099 4.942 1.166
H 0.622 5.753 -0.753
C -0.990 1.891 3.645
O -0.193 2.279 2.526
H -1.341 2.709 4.222
H -0.534 1.077 4.204
H -1.912 1.438 3.338
H -0.103 1.669 1.834
C 2.441 0.710 2.209
O 1.480 -0.083 2.698
H 2.171 1.088 1.225
H 3.403 0.293 2.201
H 2.515 1.666 2.820
H 1.581 -0.053 3.678
*
```

The HOMO energy is -8.41 eV. For the LUMO energy, the calculation gives -0.41 eV. For the max |F|, the calculation gives 0.20087 Eh/bohr. Its orbital gap is 8.002 eV. The value obtained for the energy relative to the best compared isomer or geometry (same formula, charge and spin) is 146.4 kcal/mol.


No. 5
ORCA calculation (ωB97M-V with the def2-TZVPD basis set) on C17H18N4O4 in the gas phase.

```
! wB97M-V def2-TZVPD RIJCOSX def2/J DEFGRID3
* xyz 0 1
C 2.169 4.713 -4.882
O 1.431 4.247 -3.780
C 1.334 2.909 -3.580
C 1.910 1.937 -4.384
C 1.757 0.592 -4.090
C 1.014 0.196 -2.986
C 0.859 -1.200 -2.653
N 0.078 -1.549 -1.710
N -0.030 -2.835 -1.339
C -0.806 -3.214 -0.290
O -0.796 -4.350 0.134
C -1.678 -2.111 0.298
N -1.543 -2.077 1.733
C -1.076 -0.979 2.369
O -0.852 0.073 1.799
C -0.877 -1.145 3.842
C 0.102 -0.380 4.471
C 0.280 -0.524 5.837
N -0.443 -1.345 6.580
C -1.385 -2.056 5.986
C -1.646 -2.001 4.626
C 0.427 1.173 -2.169
C 0.580 2.514 -2.444
O 0.064 3.524 -1.701
C -0.714 3.186 -0.573
H 3.219 4.410 -4.821
H 1.744 4.365 -5.829
H 2.106 5.799 -4.838
H 2.488 2.219 -5.250
H 2.216 -0.148 -4.729
H 1.444 -1.929 -3.226
H 0.551 -3.553 -1.782
H -2.719 -2.323 0.023
H -1.381 -1.138 -0.095
H -1.570 -2.971 2.201
H 0.698 0.306 3.889
H 1.033 0.044 6.366
H -1.959 -2.704 6.636
H -2.444 -2.591 4.202
H -0.128 0.839 -1.309
H -1.613 2.633 -0.860
H -0.148 2.596 0.153
H -1.001 4.135 -0.124
*
```

The HOMO energy is -7.96 eV. For the LUMO energy, the calculation gives 0.43 eV. For the max |F|, the calculation gives 0.02272 Eh/bohr. Its orbital gap is 8.389 eV. The value obtained for the energy relative to the best compared isomer or geometry (same formula, charge and spin) is 62.0 kcal/mol.


No. 6
ORCA calculation (ωB97M-V with the def2-TZVPD basis set) on C44H32Br2IrN2O2S2 as an isolated structure.

```
! wB97M-V def2-TZVPD RIJCOSX def2/J DEFGRID3
* xyz 3 5
Ir -0.580 0.585 0.553
Br 5.857 -1.226 1.237
C 4.070 -0.781 0.990
C 3.590 -0.473 -0.277
C 2.263 -0.136 -0.405
N 1.423 -0.104 0.643
C 1.882 -0.407 1.879
C 3.205 -0.747 2.077
C 0.895 -0.311 2.985
C 1.190 -0.635 4.292
C 0.205 -0.482 5.265
Br 0.578 -0.909 7.034
C -1.047 -0.008 4.901
C -1.274 0.288 3.573
N -0.329 0.133 2.639
H 4.233 -0.497 -1.145
H 1.844 0.117 -1.369
H 3.579 -0.980 3.063
H 2.164 -1.002 4.576
H -1.830 0.131 5.631
H -2.228 0.670 3.236
C -6.793 -3.513 0.421
C -5.779 -2.417 0.294
C -4.452 -2.699 -0.032
C -3.516 -1.685 -0.139
C -3.930 -0.375 0.071
C -5.247 -0.053 0.400
C -6.155 -1.085 0.513
S -2.761 0.911 -0.043
O -2.942 1.901 1.061
C -3.222 1.749 -1.562
C -3.904 0.962 -2.471
C -4.635 1.525 -3.515
C -4.894 2.897 -3.503
C -5.889 3.463 -4.342
C -6.278 4.762 -4.168
C -5.693 5.529 -3.145
C -4.669 5.027 -2.372
C -4.212 3.713 -2.559
C -3.113 3.167 -1.766
C -2.069 4.106 -1.423
C -1.966 5.259 -2.328
C -2.197 5.141 -3.703
C -2.124 6.247 -4.532
C -1.857 7.522 -4.019
C -1.577 7.662 -2.683
C -1.571 6.530 -1.832
C -1.089 6.617 -0.524
C -0.808 5.447 0.178
C -1.197 4.207 -0.291
S -0.226 2.950 0.601
O -0.075 3.368 1.997
C 1.300 3.196 -0.263
C 1.369 3.024 -1.640
C 2.604 3.112 -2.259
C 3.765 3.361 -1.522
C 5.101 3.474 -2.197
C 3.657 3.521 -0.140
C 2.431 3.440 0.503
H -6.349 -4.495 0.274
H -7.588 -3.381 -0.315
H -7.262 -3.488 1.405
H -4.148 -3.725 -0.191
H -2.482 -1.911 -0.376
H -5.540 0.974 0.582
H -7.180 -0.862 0.784
H -3.914 -0.113 -2.351
H -5.104 0.885 -4.252
H -6.366 2.834 -5.084
H -7.057 5.189 -4.785
H -6.056 6.531 -2.957
H -4.244 5.640 -1.589
H -2.410 4.173 -4.138
H -2.278 6.121 -5.596
H -1.840 8.380 -4.676
H -1.318 8.628 -2.268
H -0.824 7.578 -0.101
H -0.254 5.502 1.108
H 0.477 2.835 -2.229
H 2.672 2.996 -3.334
H 5.048 3.196 -3.247
H 5.842 2.840 -1.707
H 5.470 4.499 -2.137
H 4.547 3.723 0.443
H 2.346 3.573 1.574
*
```

The HOMO energy (spin up / spin down) is -15.62 / -15.72 eV. For the LUMO energy (spin up / spin down), the calculation gives -9.23 / -10.90 eV. For the max |F|, the calculation gives 0.00856 Eh/bohr. Its orbital gap (spin up / spin down) is 6.388 / 4.826 eV. The value obtained for the energy relative to the best compared isomer or geometry (same formula, charge and spin) is 45.3 kcal/mol.